The following is a DFT calculation (the ωB97M-V functional and the def2-TZVPD basis) of the molecule C19H21NO4 in a non-equilibrium geometry.

Output
E_HOMO	-0.2940	Eh
energy relative to the best compared isomer or geometry (same formula, charge and spin)	3.362	eV
Kohn-Sham gap	8.38	eV
SMILES	COc1cc2ccc([C@@](O)(c3cnco3)C(C)C)cc2cc1OC
net charge	0

Positions of all 45 atoms, in Å:
C (-4.4106, -3.2193, -2.1700)
O (-3.1718, -3.7818, -1.7911)
C (-2.2267, -2.8784, -1.4457)
C (-1.6212, -3.0006, -0.1932)
C (-0.7650, -1.9647, 0.2814)
C (-0.2111, -1.9781, 1.5550)
C (0.6138, -0.9190, 1.9798)
C (0.9365, 0.1290, 1.1305)
C (1.7888, 1.2925, 1.6775)
O (2.8387, 0.6616, 2.3683)
C (2.3867, 2.1338, 0.5570)
C (3.6143, 1.9126, -0.0344)
N (3.8523, 2.7918, -1.0518)
C (2.7556, 3.5003, -1.0961)
O (1.8246, 3.1607, -0.1601)
C (1.0333, 2.1614, 2.7472)
C (-0.2053, 2.8420, 2.1517)
C (1.8917, 3.2192, 3.4867)
C (0.3306, 0.1887, -0.1506)
C (-0.5491, -0.8332, -0.5558)
C (-1.1125, -0.7721, -1.7824)
C (-1.8689, -1.8046, -2.2584)
O (-2.2177, -1.7457, -3.5611)
C (-1.4981, -2.6891, -4.3655)
H (-4.5834, -2.3316, -1.6072)
H (-5.1883, -3.9445, -1.9205)
H (-4.4698, -3.0077, -3.2260)
H (-1.8424, -3.8923, 0.3798)
H (-0.3855, -2.7947, 2.2362)
H (0.9886, -0.9401, 2.9915)
H (3.2614, -0.0249, 1.8374)
H (4.2682, 1.1229, 0.2753)
H (2.6947, 4.3133, -1.8121)
H (0.7301, 1.4545, 3.5548)
H (0.0406, 3.6309, 1.4765)
H (-0.7933, 3.2728, 2.9628)
H (-0.8024, 2.0839, 1.6576)
H (2.7238, 2.7336, 4.0255)
H (2.2865, 3.9149, 2.7516)
H (1.2649, 3.7640, 4.1577)
H (0.5866, 1.0084, -0.8194)
H (-0.9414, 0.0445, -2.4547)
H (-0.4344, -2.7427, -4.0679)
H (-1.5370, -2.3802, -5.4208)
H (-1.8760, -3.6917, -4.2970)

The following is a DFT calculation (the ωB97M-V functional and the def2-TZVPD basis) of the molecule C19H21NO4.

Output
E_HOMO	-0.3032	Eh
energy relative to the best compared isomer or geometry (same formula, charge and spin)	1.191	eV
Kohn-Sham gap	8.94	eV
SMILES	CCOc1cc([C@@H]2NC(=O)c3ccccc3O2)ccc1OC(C)C
net charge	0

Positions of all 45 atoms, in Å:
C (2.6545, 0.2435, -2.5621)
C (2.2424, 1.7105, -2.5211)
O (1.4954, 2.0312, -1.3594)
C (0.3102, 1.4166, -1.0896)
C (0.0230, 1.3012, 0.2670)
C (-1.1654, 0.7561, 0.7187)
C (-1.4814, 0.5903, 2.1997)
N (-0.4420, 1.0838, 3.0642)
C (0.7118, 0.3867, 3.2748)
O (1.6692, 0.8739, 3.8377)
C (0.6216, -1.0244, 2.8353)
C (1.7389, -1.8509, 2.8545)
C (1.6175, -3.1930, 2.5527)
C (0.3698, -3.7207, 2.2522)
C (-0.7510, -2.9114, 2.2252)
C (-0.6274, -1.5556, 2.5013)
O (-1.7457, -0.7730, 2.4765)
C (-2.0839, 0.2948, -0.2105)
C (-1.8166, 0.3971, -1.5622)
C (-0.6377, 0.9666, -2.0324)
O (-0.3499, 1.1482, -3.3543)
C (-1.1550, 0.5609, -4.3683)
C (-0.9293, -0.9489, -4.4488)
C (-0.7494, 1.2467, -5.6695)
H (3.1823, -0.0226, -1.6489)
H (1.7796, -0.3955, -2.6542)
H (3.3082, 0.0700, -3.4127)
H (1.6918, 1.9795, -3.4268)
H (3.1272, 2.3482, -2.4390)
H (0.7740, 1.6616, 0.9525)
H (-2.4185, 1.1118, 2.4382)
H (-0.4561, 2.0545, 3.3359)
H (2.6890, -1.4142, 3.1220)
H (2.4866, -3.8326, 2.5643)
H (0.2690, -4.7730, 2.0314)
H (-1.7260, -3.3089, 1.9918)
H (-3.0079, -0.1511, 0.1236)
H (-2.5591, 0.0398, -2.2573)
H (-2.2151, 0.7750, -4.1718)
H (0.1070, -1.1512, -4.7104)
H (-1.1439, -1.4264, -3.4954)
H (-1.5743, -1.3794, -5.2098)
H (0.2998, 1.0539, -5.8781)
H (-0.8948, 2.3205, -5.5857)
H (-1.3508, 0.8698, -6.4916)

The following is a DFT calculation (the ωB97M-V functional and the def2-TZVPD basis) of a structure of composition C19H22AsCl5InN2OS4.

Output
E_HOMO	-0.1662	Eh
energy relative to the best compared isomer or geometry (same formula, charge and spin)	2.807	eV
Kohn-Sham gap	6.77	eV
net charge	-1

Positions of all 55 atoms, in Å:
In (-0.4024, -1.0270, -0.1468)
C (-2.2333, 2.6323, 1.3993)
C (-0.7836, 2.1977, 1.3315)
C (-0.1918, 1.6307, 2.4680)
C (-0.9824, 1.4911, 3.7514)
C (1.1246, 1.1719, 2.4157)
C (1.6991, 0.4378, 3.6068)
C (1.9094, 1.4106, 1.2767)
C (3.3495, 0.9353, 1.2952)
C (1.3502, 2.0642, 0.1718)
C (2.1742, 2.4462, -1.0434)
C (-0.0185, 2.3878, 0.1742)
C (-0.6391, 2.9659, -1.0830)
H (-2.3208, 3.6274, 1.8508)
H (-2.8250, 1.9439, 2.0023)
H (-2.7010, 2.6780, 0.4207)
H (-1.4914, 0.5208, 3.8018)
H (-1.7379, 2.2706, 3.8434)
H (-0.3326, 1.5615, 4.6231)
H (2.0438, 1.1412, 4.3765)
H (2.5400, -0.1951, 3.3354)
H (0.9535, -0.2148, 4.0586)
H (3.9121, 1.4104, 2.1037)
H (3.8755, 1.1349, 0.3661)
H (3.3941, -0.1446, 1.4705)
H (1.9983, 1.7565, -1.8760)
H (3.2406, 2.4566, -0.8348)
H (1.9072, 3.4486, -1.3821)
H (-0.6233, 4.0620, -1.0774)
H (-1.6761, 2.6547, -1.1986)
H (-0.1125, 2.6267, -1.9740)
S (-0.3418, -5.8198, 1.7857)
As (0.4896, -3.9567, 2.0792)
S (-0.8257, -2.4049, 3.0223)
S (1.8248, -3.1157, 0.7113)
S (0.7457, -3.2688, 4.1987)
Cl (-3.6514, -0.3051, -0.0455)
C (-3.3496, -1.2816, -1.4844)
C (-2.2070, -2.0695, -1.5263)
C (-2.0589, -2.8280, -2.6734)
Cl (-0.6877, -3.9171, -2.7622)
C (-2.9563, -2.8041, -3.7377)
Cl (-2.7053, -3.7790, -5.1455)
C (-4.0804, -1.9838, -3.6563)
Cl (-5.2197, -1.9342, -4.9539)
C (-4.2878, -1.2179, -2.5131)
Cl (-5.6911, -0.2106, -2.3889)
N (2.9480, -1.1441, -1.6298)
C (1.9973, -1.1840, -2.6184)
N (2.2399, -2.0474, -3.6563)
O (1.0021, -0.4584, -2.5893)
H (3.4996, -1.9693, -1.4647)
H (2.6311, -0.6993, -0.7831)
H (2.8603, -2.8218, -3.4932)
H (1.4239, -2.2626, -4.2027)

The following is a DFT calculation (the ωB97M-V functional and the def2-TZVPD basis) of a structure of composition C19H22BrCl2GeIrN5O6.

Output
E_HOMO	-0.1653	Eh
energy relative to the best compared isomer or geometry (same formula, charge and spin)	0.000	eV
Kohn-Sham gap	6.71	eV
net charge	-1

Positions of all 57 atoms, in Å:
Ir (-0.8677, 0.6490, -0.3818)
N (-1.0216, 1.2604, 2.8586)
N (-1.1170, -0.1316, 2.7966)
C (-1.8684, -0.7371, 1.8812)
N (-1.9062, -2.0803, 1.9530)
N (-2.4303, 0.0286, 0.8931)
N (-3.6368, -0.4495, 0.4452)
O (-4.0245, -0.1072, -0.6486)
O (-4.3000, -1.1380, 1.2232)
H (-0.2020, 1.5395, 2.3214)
H (-0.9009, 1.5035, 3.8328)
H (-0.3583, -0.6892, 3.1752)
H (-0.9336, -2.4596, 1.9562)
H (-2.4743, -2.4971, 1.2324)
Cl (6.3519, -1.1011, -0.2206)
C (4.7307, -0.5689, 0.1411)
C (4.2760, -0.6214, 1.4662)
C (2.9994, -0.2404, 1.7631)
Cl (2.4484, -0.3101, 3.4101)
C (2.0552, 0.1813, 0.7683)
O (0.8573, 0.4191, 1.0912)
C (2.5791, 0.2548, -0.5632)
C (1.8153, 0.7373, -1.6822)
O (0.6259, 1.0516, -1.7625)
C (3.9058, -0.1210, -0.8486)
H (4.9324, -0.9717, 2.2513)
H (2.4005, 0.8595, -2.6062)
H (4.2622, -0.0731, -1.8706)
C (-4.8499, 2.7976, -2.0015)
Ge (-3.4333, 3.0073, -0.6565)
C (-2.8955, 4.9075, -0.7099)
C (-4.1838, 2.7042, 1.1285)
C (-1.8388, 1.9992, -1.1344)
H (-5.6968, 3.4459, -1.7674)
H (-5.1894, 1.7632, -2.0200)
H (-4.4774, 3.0607, -2.9933)
H (-3.7482, 5.5614, -0.5153)
H (-2.4845, 5.1597, -1.6893)
H (-2.1291, 5.1048, 0.0413)
H (-4.7687, 3.5773, 1.4285)
H (-3.3786, 2.5501, 1.8452)
H (-4.8424, 1.8362, 1.1561)
H (-1.3776, 2.4524, -2.0296)
Br (5.7070, -4.2298, -2.9353)
C (4.1384, -3.7147, -1.9908)
C (3.0786, -3.1617, -2.6928)
C (1.9520, -2.7585, -1.9925)
C (1.8776, -2.9229, -0.6147)
C (2.9438, -3.5000, 0.0618)
C (4.0876, -3.8920, -0.6198)
C (0.6894, -2.3809, 0.1603)
O (0.5999, -2.7208, 1.3623)
O (-0.0397, -1.5761, -0.4723)
H (3.1423, -3.0369, -3.7653)
H (1.1186, -2.2891, -2.5000)
H (2.8679, -3.6154, 1.1353)
H (4.9322, -4.3158, -0.0941)